DFT (ωB97M-V/def2-TZVPD) results for a structure of composition C20H15ClIrN10O3.

Summary:
<S²> ... 8.81
Charge ... +2
Multiplicity ... 6
DFT total energy ... -57365.3376 eV

Atoms and positions in Å:
Ir1 -0.05093 0.20564 0.02874
Cl1 -4.18213 -6.43271 -2.62086
O1 -1.71200 0.30935 -1.50582
O2 -4.31698 -0.72379 -2.29705
O3 -2.32459 -0.30851 0.51423
N1 -1.53017 -1.52394 5.98676
N2 4.10386 0.04514 -0.07892
N3 4.03687 -1.10550 -0.71596
N4 -0.08338 2.46637 0.06042
N5 1.68425 1.60413 5.98291
N6 3.21772 5.47798 1.64941
N7 5.29005 0.55275 0.33953
N8 0.14604 0.00904 2.17418
N9 2.06427 -0.22103 -0.31796
N10 2.97863 0.61680 0.18457
C1 0.12787 0.00953 3.31941
C2 -1.05460 4.58092 -0.46580
C3 0.95858 3.10170 0.60592
C4 -3.93803 -4.14709 -1.25633
C5 -4.27424 -2.02405 -2.29733
C6 0.02839 5.24268 0.08702
C7 -0.78875 -0.83532 5.42652
C8 0.97648 0.87556 5.42957
C9 -4.23357 -4.75911 -2.51061
C10 -4.06239 0.03114 -1.09407
C11 0.10342 0.00965 4.73891
C12 2.72952 -1.25192 -0.85125
C13 -3.95512 -2.79603 -1.14943
C14 -2.60386 -0.01553 -0.66909
C15 -4.59555 -2.63169 -3.57012
C16 1.05569 4.48296 0.63066
C17 -4.56242 -3.99409 -3.64373
C18 2.23977 5.06615 1.20797
C19 -1.07372 3.19940 -0.46758
C20 -4.95565 -1.76600 -4.73252
H1 -1.88795 2.65402 -0.92120
H2 -4.71039 -0.29543 -0.28690
H3 -1.87681 5.12965 -0.90262
H4 1.74299 2.49512 1.02919
H5 -3.73261 -2.32134 -0.20214
H6 2.27222 -2.09534 -1.34298
H7 -5.14115 -2.36534 -5.61953
H8 -4.16075 -1.04912 -4.94432
H9 -4.79607 -4.49392 -4.57482
H10 -3.70844 -4.76985 -0.40171
H11 0.08171 6.32287 0.09631
H12 -5.85157 -1.18328 -4.50750
H13 6.05638 0.17992 -0.19962
H14 5.25478 1.55136 0.47298
H15 -4.30286 1.05217 -1.36770



DFT (ωB97M-V/def2-TZVPD) results for a structure of composition C33H26CdF9N5O2S.

Summary:
Multiplicity ... 1
DFT total energy ... -86049.1419 eV

Atoms and positions in Å:
Cd1 0.81550 1.09146 -0.81478
S1 -2.05652 1.55123 -0.91225
F1 -0.16754 1.65175 -3.34522
F2 0.13190 -2.05461 -5.12651
F3 2.52419 -0.95003 -2.09712
F4 0.84147 -2.99918 -3.33107
F5 0.39484 0.67644 -5.16971
F6 2.29666 0.83082 -3.27220
F7 -1.20118 -2.36620 -3.47358
F8 2.55066 -1.07112 -4.24868
F9 -1.50731 0.24460 -4.26261
O1 -3.24471 0.81825 3.60610
O2 -0.00905 -0.63442 -1.88695
N1 2.85511 1.43405 -0.45296
N2 -2.27670 -0.94142 -0.15920
N3 1.05357 3.27435 -1.19929
N4 1.25917 0.15650 1.25979
N5 -2.79364 0.78226 1.42388
C1 2.75760 4.93789 -1.57885
C2 5.04891 4.31897 -1.27574
C3 1.96244 -0.47481 -3.21550
C4 -4.32183 -1.81226 3.51274
C5 5.30638 -0.68157 1.37784
C6 1.73950 5.88599 -1.81224
C7 -4.27120 -0.94311 2.42414
C8 0.12701 4.17684 -1.43161
C9 2.58105 -0.10662 1.31152
C10 -6.06345 -2.15314 1.38901
C11 0.41368 -0.65971 -3.14191
C12 0.42711 5.51053 -1.72543
C13 -5.21872 -2.86038 3.52381
C14 2.35747 3.61044 -1.25052
C15 -5.14199 -1.11920 1.35262
C16 4.67601 3.03452 -0.89242
C17 -1.93638 -2.08682 0.66530
C18 4.12166 5.27104 -1.61613
C19 2.24345 -1.41021 3.32814
C20 3.12595 -0.92044 2.34449
C21 0.46898 -0.29355 2.20957
C22 -0.22485 0.47848 -4.00218
C23 -6.09798 -3.02557 2.46514
C24 -2.39285 0.33756 0.18746
C25 4.79969 0.14835 0.38136
C26 3.34530 2.62084 -0.87953
C27 -2.69092 -3.34401 0.23343
C28 0.91595 -1.07972 3.27769
C29 -3.39701 0.24248 2.55229
C30 0.04968 -2.02848 -3.79370
C31 3.45632 0.51888 0.34817
C32 -2.23002 -4.54076 1.05653
C33 4.50551 -1.18233 2.37258
H1 2.01294 6.90557 -2.04289
H2 -0.85913 -2.26541 0.54927
H3 -2.53496 1.75709 1.56441
H4 -0.90192 3.84602 -1.38703
H5 -2.14307 -1.87300 1.71481
H6 -0.37450 6.21563 -1.87242
H7 5.45542 2.36592 -0.57551
H8 -5.11390 -0.44653 0.50792
H9 -2.79455 -5.43017 0.79186
H10 -3.76248 -3.19881 0.37529
H11 -5.24436 -3.53753 4.36255
H12 -2.38198 -4.34888 2.11574
H13 -2.51078 -3.52793 -0.82668
H14 4.90878 -1.77939 3.17541
H15 -1.17355 -4.73860 0.89352
H16 2.64503 -2.02237 4.12276
H17 -1.90831 -1.03601 -1.10585
H18 -6.76488 -2.27654 0.57787
H19 0.21901 -1.40891 4.03399
H20 6.36175 -0.91098 1.37379
H21 -3.64511 -1.64389 4.33685
H22 6.10038 4.56372 -1.28908
H23 -0.57201 -0.00904 2.14994
H24 5.47581 0.48842 -0.38448
H25 4.41870 6.27325 -1.88620
H26 -6.82114 -3.82651 2.48845



- What is the DFT total energy in the first record?
  -57365.3376 eV